(1)
Molecular formula: C36H74FN6O4
Method: DFT, ωB97M-V with the def2-TZVPD basis set

Atoms and positions in Å:
C1 -3.568 5.502 -1.142
C2 -3.927 4.069 -0.695
C3 -4.409 3.198 -1.888
C4 -3.925 1.727 -1.748
C5 -4.956 0.848 -0.985
C6 -4.638 0.752 0.509
C7 -3.800 -0.482 0.849
C8 -3.262 -0.437 2.291
C9 -2.713 -1.794 2.790
C10 -1.575 -2.232 1.830
C11 -1.998 -3.309 0.809
C12 -0.789 -3.751 -0.034
C13 -0.656 -2.897 -1.308
C14 0.743 -3.058 -1.931
N1 1.142 -1.909 -2.762
C15 1.726 -0.848 -2.260
N2 2.026 -0.696 -0.972
C16 1.758 0.701 -0.452
C17 0.213 0.792 -0.277
C18 -0.209 2.040 0.495
O1 -0.601 3.021 -0.014
C19 2.326 1.759 -1.384
C20 3.865 1.642 -1.438
C21 4.506 1.555 -0.030
C22 5.820 2.377 0.104
C23 7.009 1.432 0.437
C24 1.674 1.507 -2.753
C25 2.251 2.484 -3.805
C26 2.078 3.976 -3.496
C27 0.802 4.384 -2.740
F1 3.183 4.500 -2.851
N3 2.113 0.140 -3.141
H1 -2.529 5.553 -1.482
H2 -3.672 6.164 -0.281
H3 -4.196 5.815 -1.976
H4 -4.759 4.163 0.009
H5 -3.096 3.576 -0.190
H6 -3.929 3.588 -2.794
H7 -5.493 3.234 -1.997
H8 -3.786 1.333 -2.762
H9 -2.955 1.733 -1.237
H10 -4.972 -0.155 -1.429
H11 -5.938 1.288 -1.170
H12 -4.084 1.623 0.874
H13 -5.581 0.679 1.076
H14 -4.332 -1.421 0.666
H15 -2.938 -0.470 0.159
H16 -4.083 -0.100 2.935
H17 -2.486 0.335 2.339
H18 -2.228 -1.556 3.741
H19 -3.497 -2.541 2.910
H20 -0.682 -2.543 2.380
H21 -1.316 -1.344 1.242
H22 -2.817 -2.963 0.179
H23 -2.358 -4.154 1.404
H24 -0.949 -4.801 -0.298
H25 0.111 -3.724 0.594
H26 -1.358 -3.336 -2.020
H27 -0.915 -1.855 -1.106
H28 0.752 -3.970 -2.525
H29 1.501 -3.176 -1.153
H30 0.956 -1.959 -3.753
H31 1.480 -1.297 -0.362
H32 2.151 0.749 0.563
H33 -0.113 -0.052 0.345
H34 -0.326 0.687 -1.223
H35 -0.155 1.937 1.602
H36 2.113 2.750 -0.983
H37 4.294 2.512 -1.932
H38 4.187 0.779 -2.027
H39 3.803 1.937 0.718
H40 4.710 0.510 0.216
H41 5.675 3.147 0.862
H42 6.065 2.871 -0.840
H43 7.034 1.286 1.517
H44 6.842 0.500 -0.106
H45 7.926 1.889 0.068
H46 0.593 1.657 -2.750
H47 3.321 2.312 -3.944
H48 1.793 2.224 -4.766
H49 2.032 4.481 -4.464
H50 1.045 4.565 -1.694
H51 0.487 5.350 -3.141
H52 -0.040 3.707 -2.875
H53 1.697 -0.077 -4.044
C28 7.124 -1.299 3.656
O2 7.734 -0.262 3.833
N4 7.430 -2.224 2.722
C29 6.657 -3.439 2.558
C30 8.572 -1.989 1.854
H54 6.242 -1.571 4.262
H55 7.310 -4.302 2.715
H56 6.251 -3.473 1.544
H57 5.835 -3.482 3.269
H58 9.476 -1.887 2.455
H59 8.418 -1.059 1.304
H60 8.690 -2.813 1.154
C31 2.716 -5.117 3.205
O3 3.322 -4.077 3.393
N5 3.027 -6.043 2.274
C32 2.254 -7.260 2.111
C33 4.171 -5.811 1.409
H61 1.833 -5.391 3.806
H62 2.897 -8.127 2.272
H63 1.844 -7.302 1.099
H64 1.435 -7.291 2.826
H65 5.069 -5.707 2.019
H66 4.020 -4.883 0.854
H67 4.293 -6.638 0.714
C34 -8.781 1.270 0.609
O4 -7.857 1.068 1.378
N6 -9.423 2.444 0.470
C35 -10.518 2.620 -0.465
C36 -9.002 3.571 1.287
H68 -9.173 0.480 -0.053
H69 -10.263 3.399 -1.186
H70 -11.419 2.916 0.077
H71 -10.715 1.693 -1.000
H72 -7.954 3.796 1.087
H73 -9.103 3.316 2.342
H74 -9.612 4.442 1.062

The value obtained for the gap between HOMO and LUMO is 0.30035 Ha. Its total charge is +1. For the HOMO energy, the calculation gives -10.68 eV.

---

(2)
Molecular formula: C36H74FeN4O4
Method: DFT, ωB97M-V with the def2-TZVPD basis set

Atoms and positions in Å:
Fe1 3.851 14.621 -3.240
C1 6.268 13.285 -0.239
C2 6.895 14.663 -0.705
C3 8.228 14.742 0.165
C4 9.171 15.843 -0.282
C5 9.379 15.716 -1.767
C6 8.159 15.531 -2.748
N1 7.116 14.554 -2.155
O1 5.935 14.339 -3.000
C7 8.645 14.926 -4.046
C8 7.634 16.940 -3.114
C9 6.023 15.913 -0.163
H1 5.264 13.122 -0.631
H2 6.234 13.195 0.847
H3 6.908 12.498 -0.639
H4 8.711 13.765 0.193
H5 7.990 15.063 1.179
H6 10.191 15.607 0.020
H7 8.745 16.745 0.159
H8 10.012 14.844 -1.926
H9 9.869 16.619 -2.132
H10 9.670 15.232 -4.256
H11 8.055 15.071 -4.951
H12 8.622 13.853 -3.857
H13 7.136 16.830 -4.078
H14 8.435 17.673 -3.212
H15 6.916 17.408 -2.441
H16 5.411 15.649 0.699
H17 5.289 16.098 -0.948
H18 6.554 16.830 0.094
C10 0.363 17.468 -3.424
C11 0.776 17.618 -1.933
C12 -0.586 17.955 -1.277
C13 -0.626 17.816 0.301
C14 0.025 16.553 0.736
C15 1.423 16.246 0.190
N2 1.266 16.333 -1.281
O2 2.414 15.783 -2.051
C16 1.811 14.798 0.731
C17 2.512 17.418 0.685
C18 1.760 18.806 -1.858
H19 1.237 17.258 -4.041
H20 -0.180 18.357 -3.746
H21 -0.327 16.624 -3.441
H22 -1.506 17.510 -1.655
H23 -0.753 19.020 -1.434
H24 -1.679 17.940 0.553
H25 -0.118 18.683 0.723
H26 -0.658 15.749 0.462
H27 0.224 16.474 1.805
H28 1.524 14.627 1.768
H29 2.888 14.652 0.652
H30 1.216 13.998 0.290
H31 2.288 18.483 0.624
H32 3.381 17.261 0.046
H33 2.936 17.294 1.681
H34 2.792 18.668 -1.536
H35 1.376 19.668 -1.311
H36 1.732 19.308 -2.825
C19 0.563 12.174 -3.216
C20 1.173 11.107 -2.262
C21 0.779 9.723 -2.791
C22 1.550 8.602 -2.235
C23 3.099 8.843 -2.409
C24 3.643 10.120 -1.884
N3 2.686 11.281 -2.252
O3 3.122 12.541 -1.935
C25 3.823 10.035 -0.345
C26 5.051 10.345 -2.492
C27 0.891 11.176 -0.736
H37 -0.518 12.068 -3.309
H38 1.172 12.199 -4.119
H39 0.895 13.176 -2.941
H40 -0.293 9.583 -2.656
H41 1.058 9.584 -3.836
H42 1.242 7.717 -2.792
H43 1.254 8.215 -1.260
H44 3.240 8.948 -3.484
H45 3.546 7.949 -1.974
H46 4.462 9.162 -0.212
H47 4.486 10.817 0.025
H48 2.915 9.844 0.228
H49 5.771 10.006 -1.748
H50 5.290 9.836 -3.426
H51 5.363 11.374 -2.676
H52 -0.166 11.433 -0.798
H53 1.414 11.992 -0.237
H54 1.050 10.232 -0.215
H55 2.932 12.520 -0.994
C28 3.225 13.481 -7.654
C29 3.997 13.713 -6.414
C30 5.510 13.750 -6.877
C31 5.704 15.080 -7.608
C32 5.367 16.256 -6.560
C33 3.954 16.236 -6.007
N4 3.534 14.867 -5.602
O4 2.283 14.787 -5.167
C34 4.096 17.102 -4.819
C35 3.057 17.048 -6.949
C36 3.922 12.498 -5.463
H56 2.244 13.101 -7.367
H57 3.708 12.817 -8.370
H58 3.058 14.375 -8.254
H59 6.233 13.838 -6.066
H60 5.775 12.947 -7.565
H61 5.040 15.217 -8.462
H62 6.771 15.259 -7.739
H63 5.535 17.232 -7.015
H64 6.202 16.143 -5.868
H65 3.182 17.233 -4.239
H66 4.844 16.754 -4.107
H67 4.410 18.129 -5.005
H68 2.848 16.408 -7.806
H69 2.059 17.125 -6.518
H70 3.410 18.072 -7.072
H71 3.088 12.505 -4.761
H72 4.849 12.241 -4.951
H73 3.745 11.579 -6.022
H74 1.770 15.070 -5.927

The energy above the lowest of the compared OMol25 structures with the same formula, charge and spin comes out at 561.6 kJ/mol. The value obtained for the gap between HOMO and LUMO (alpha / beta) is 0.25296 / 0.24852 Ha. The multiplicity is 5. For the HOMO energy (alpha / beta), the calculation gives -6.46 / -6.35 eV.

---

no.,largest force on an atom (eV Å⁻¹),total energy (eV)
1,2.75,-58374.925
2,5.46,-87059.185